[1]
A structure of composition C8H10FNNaO3, computed with wB97M-V/def2-TZVPD.

Summary:
Strongest force on any atom   1.46 eV Å⁻¹
Highest occupied orbital energy   -11.9 eV
Frontier orbital gap   6.83 eV
Total charge   +1
Energy   -23218.839 eV

```
24
Properties=species:S:1:pos:R:3:forces:R:3
N -1.28596 2.57423 -1.76046 0.2 0.0 0.2
C -0.71268 1.36769 -1.16827 -0.1 0.0 0.0
C -1.53891 0.15034 -1.55045 0.1 0.1 0.3
C -0.89049 -1.18466 -1.20245 -0.2 0.2 -0.1
C -0.72348 -1.42595 0.30465 -0.1 0.1 -0.2
C 0.52173 -0.88303 0.90427 -0.5 0.2 0.5
C 0.65259 -0.18149 2.02969 -0.3 0.3 0.1
F -0.28428 0.21451 2.86443 0.3 -0.2 -0.3
C 2.06119 0.18970 2.28734 -1.2 0.9 0.0
O 2.50817 0.81017 3.21153 0.5 -0.7 -0.2
O 2.80228 -0.35234 1.28835 0.3 -0.2 0.1
C 1.87739 -1.02246 0.37024 0.0 0.3 0.4
O 2.30848 -1.54904 -0.57146 0.5 -0.5 -0.9
H -2.06750 2.88895 -1.19878 -0.1 0.0 -0.1
H -0.61590 3.33226 -1.74436 0.0 0.0 -0.1
H -0.64263 1.44120 -0.07550 0.0 0.0 0.2
H 0.30554 1.23207 -1.53567 0.1 0.1 -0.2
H -1.72003 0.20021 -2.61958 -0.1 0.0 -0.2
H -2.50635 0.21681 -1.05028 -0.2 0.0 -0.1
H -1.53268 -1.97259 -1.58368 0.0 -0.2 -0.1
H 0.06220 -1.25874 -1.71948 0.1 -0.2 0.0
H -0.77734 -2.49428 0.50762 0.2 -0.2 0.1
H -1.56021 -0.97399 0.83507 -0.1 0.0 0.1
Na 3.75886 -1.31958 3.17725 0.6 -0.1 0.3
```
Positions in Å, forces in eV/Å.

These are the Mulliken partial charges, in e, on atoms 1 to 4: atom 1 (N): -0.65, atom 2 (C): -0.29, atom 3 (C): -0.79, atom 4 (C): -0.71

[2]
A cluster of 2 separate species, C8H10N2O in total, computed with wB97M-V/def2-TZVPD.

Summary:
Strongest force on any atom   3.62 eV Å⁻¹
Highest occupied orbital energy   -8.7 eV
Frontier orbital gap   9.25 eV
Energy   -13480.366 eV

```
21
Properties=species:S:1:pos:R:3:forces:R:3
C -1.09804 2.26309 -0.03102 1.2 2.2 -2.6
C -1.63132 1.15142 -0.56389 -1.2 -0.9 -3.2
C -0.93374 0.81300 1.45125 -0.8 -2.6 2.1
C -1.86543 -1.90311 -0.86090 1.1 1.8 2.2
C -1.68198 -1.20623 0.28595 -1.3 -1.3 -0.8
C 1.36630 -1.84683 -0.13933 -0.1 -0.8 -0.1
C 2.21316 -0.77616 0.41081 0.8 1.2 -0.4
C 2.26965 0.52614 -0.30312 -0.6 2.8 -1.9
N -0.67874 2.01715 1.23365 1.1 3.1 -0.1
N -1.58768 0.16668 0.41263 0.9 1.5 0.1
O 2.60608 -1.88189 -0.48365 -0.1 -0.1 0.4
H -0.74260 3.17231 -0.66384 -1.1 -1.5 1.6
H -1.98971 0.99463 -1.66667 0.7 0.1 2.6
H -1.70222 -2.92659 -0.68002 -0.4 -1.3 -0.5
H -1.74719 -1.44705 -1.82603 -0.2 -0.1 -0.2
H -1.70375 -1.68977 1.27270 0.3 0.0 -0.6
H -0.70941 0.45698 2.45937 -0.4 -0.9 -0.6
H 2.66709 -0.79381 1.39371 -0.1 -0.4 0.0
H 3.24862 0.85578 -0.68690 0.3 -0.9 0.2
H 2.04709 1.47338 0.27076 -0.5 -1.4 0.0
H 1.65380 0.58089 -1.28547 0.5 -0.4 1.8
```
Positions in Å, forces in eV/Å.

These are the Mulliken partial charges, in e, on atoms 1 to 4: atom 1 (C): -0.43, atom 2 (C): -0.10, atom 3 (C): -0.24, atom 4 (C): -0.81

[3]
The molecule C8H10N2O, computed with wB97M-V/def2-TZVPD.

Summary:
Strongest force on any atom   8.24 eV Å⁻¹
Highest occupied orbital energy (alpha / beta)   -6.2 / -6.2 eV
Frontier orbital gap (alpha / beta)   6.81 / 6.81 eV
Energy   -13480.019 eV

```
21
Properties=species:S:1:pos:R:3:forces:R:3
C -1.75252 -1.41876 -0.15337 7.4 2.9 2.2
C -0.84733 1.77040 0.11210 1.0 -3.4 1.2
C 2.47793 0.82841 -0.36708 1.1 -1.2 0.1
C 0.71290 -0.13260 0.39863 -6.3 -2.8 -0.7
C 0.39634 1.23371 0.12961 -1.6 -1.0 0.0
C -2.56247 -0.20394 -0.30270 2.3 2.2 -0.8
C -2.10627 1.06575 0.52940 -1.1 -0.2 1.3
C 2.62012 -1.67747 -0.04828 0.9 2.7 -0.5
N -0.36980 -1.29784 0.16309 -1.7 -0.5 -0.9
N 1.96303 -0.36006 -0.02294 1.0 1.4 -0.6
O 1.58114 1.80231 -0.28899 -0.6 0.9 0.4
H -2.14231 -2.41864 -0.25736 0.2 -0.2 0.1
H -0.96591 2.72673 -0.10820 -0.3 4.2 -1.1
H 3.50705 1.18052 -0.31947 -0.1 -0.7 -0.3
H -2.23292 0.24895 -1.29268 -1.6 -1.1 0.4
H -3.57577 -0.35906 -0.05995 -1.5 -0.2 -0.6
H -2.19399 0.81540 1.64183 0.5 0.2 -1.2
H -2.93980 1.80740 0.36515 0.8 -0.7 0.1
H 3.06294 -1.73207 0.90377 0.0 -1.1 1.5
H 3.49226 -1.50304 -0.67921 -0.3 -0.7 -0.6
H 1.87538 -2.37613 -0.34335 -0.2 -0.8 -0.1
```
Positions in Å, forces in eV/Å.

These are the Mulliken partial charges, in e, on atoms 1 to 4: atom 1 (C): -0.26, atom 2 (C): -1.20, atom 3 (C): -0.18, atom 4 (C): 0.12

[4]
The molecule C8H10N2O, computed with wB97M-V/def2-TZVPD.

Summary:
Strongest force on any atom   5.04 eV Å⁻¹
Highest occupied orbital energy   -9.8 eV
Frontier orbital gap   10.24 eV
Energy   -13483.728 eV
SMILES   N#CN1[C@@H]2CC[C@H]1CC(=O)C2

```
21
Properties=species:S:1:pos:R:3:forces:R:3
N -3.41550 -0.52404 -1.12423 3.3 1.0 1.2
C -2.27200 -0.31173 -0.87209 -4.6 -1.0 -1.9
N -0.95570 -0.29289 -0.83489 3.0 1.2 1.0
C -0.38494 -1.14627 0.26459 0.4 0.5 -0.1
C -0.45368 -0.24570 1.54491 -1.0 1.1 -1.6
C -0.57821 1.25631 0.98557 -2.1 -1.7 -0.5
C -0.27427 1.05785 -0.55024 -1.3 0.1 1.0
C 1.22963 0.96499 -1.01075 -1.4 1.8 2.7
C 1.93850 -0.26116 -0.46038 2.7 0.4 -2.3
O 3.17900 -0.29509 -0.62670 -3.3 -0.5 1.3
C 1.07324 -1.51317 -0.08571 1.1 0.9 0.2
H -1.09346 -1.97449 0.28981 0.6 -0.4 0.4
H -1.46569 -0.39318 1.91050 0.4 -0.5 0.9
H 0.34300 -0.35881 2.25977 0.1 -0.4 0.3
H -1.76395 1.45295 1.24548 3.2 0.4 -1.2
H 0.08691 2.00330 1.38174 0.0 0.2 0.6
H -0.80194 1.81320 -1.12772 0.1 0.0 -0.2
H 1.01056 0.83556 -2.00295 0.2 -1.0 -2.9
H 1.76621 1.99733 -1.03877 -0.6 -2.0 0.8
H 1.65125 -1.85402 0.80570 -0.8 -0.5 -0.6
H 1.18101 -2.21095 -0.95365 -0.1 0.4 0.8
```
Positions in Å, forces in eV/Å.

These are the Mulliken partial charges, in e, on atoms 1 to 4: atom 1 (N): -0.60, atom 2 (C): 0.57, atom 3 (N): -0.23, atom 4 (C): -0.15

[5]
The molecule C8H10N2O, computed with wB97M-V/def2-TZVPD.

Summary:
Strongest force on any atom   2.11 eV Å⁻¹
Highest occupied orbital energy   -8.3 eV
Frontier orbital gap   9.12 eV
Energy   -13486.333 eV
SMILES   CC(=O)Nc1cccc(N)c1

```
21
Properties=species:S:1:pos:R:3:forces:R:3
C -2.58776 1.58408 0.13921 0.4 -1.0 0.2
C -1.59766 2.18036 -0.85933 1.3 0.1 0.0
O -1.77864 3.24781 -1.41567 -0.2 -0.6 0.2
N -0.34527 1.54552 -1.03977 -0.6 -0.9 0.7
C 0.11760 0.28142 -0.52391 -1.0 0.4 0.0
C -0.71818 -0.82500 -0.52729 -0.9 -1.1 0.1
C -0.28223 -2.03684 0.04195 0.4 0.3 -0.4
C 1.02194 -2.18920 0.52860 0.1 1.1 -0.3
C 1.90999 -1.11003 0.43856 -1.1 1.8 0.2
N 3.24063 -1.18973 0.86166 0.5 1.0 0.5
C 1.38397 0.14913 0.00265 0.8 -1.2 -0.4
H -3.24902 2.39011 0.44467 0.1 0.0 0.1
H -3.23838 0.79761 -0.31960 0.7 0.6 0.3
H -2.04460 1.12073 1.02640 -0.8 0.6 -1.1
H 0.33916 2.06991 -1.55568 -0.1 0.3 -0.1
H -1.72995 -0.75402 -0.97343 0.9 -0.1 0.4
H -0.92071 -2.91776 0.03191 -0.1 0.3 0.1
H 1.39463 -3.07475 1.00475 -0.2 -0.6 -0.1
H 3.38699 -1.94414 1.50702 0.1 -0.3 0.1
H 3.67263 -0.32272 1.26339 -0.9 -1.1 -0.8
H 2.02487 0.99753 -0.07609 0.6 0.5 0.2
```
Positions in Å, forces in eV/Å.

These are the Mulliken partial charges, in e, on atoms 1 to 4: atom 1 (C): -1.05, atom 2 (C): 0.63, atom 3 (O): -0.61, atom 4 (N): -0.19